The following is a quantum chemistry calculation of C22H26ClHoNOP as an isolated structure in a non-equilibrium geometry, from the OMol25 dataset.

- E_HOMO (spin up / spin down) (eV) = -14.91 / -14.92
- gap between HOMO and LUMO (spin up / spin down) (eV) = 7.43 / 7.64
- spin multiplicity = 5
- net charge = +2
- LUMO level (spin up / spin down) (eV) = -7.4816 / -7.2771

Positions of all 53 atoms, in Å:
H: 3.63392 2.93761 0.77947
C: -1.60261 -1.00787 2.06341
N: 1.74173 3.64752 1.39545
C: -1.82660 0.10417 -3.53745
P: 0.20184 -0.86505 -0.04666
C: 2.04957 -4.12841 -1.82550
H: 1.21759 5.69885 1.36270
C: 1.09648 -2.42885 -0.38713
C: 0.67523 3.03282 2.02149
H: -0.27692 3.37433 3.91814
H: -4.40432 -2.82052 2.71659
H: 2.55844 3.53720 -0.53426
C: 2.43461 -4.22140 0.55896
H: -0.98627 0.95827 -5.32778
H: -3.87624 -3.70432 0.45718
Cl: 3.62517 0.59107 2.32087
O: 0.46377 1.82126 1.95697
H: -6.25203 2.42698 -2.56128
H: 0.85416 -2.48129 -2.53074
H: 1.74680 0.32265 -2.06233
H: 2.19379 -4.54305 -2.81939
C: -3.54043 -2.44482 2.17535
C: -1.57813 -0.34710 -2.24019
H: 3.21786 -5.65381 -0.84877
C: -2.13558 -2.46375 0.20720
Ho: 1.69436 0.19973 1.11928
C: -3.24583 -2.93956 0.90236
C: -2.71270 -1.48563 2.75930
C: 0.75124 0.24613 -2.49469
C: 0.50332 0.68513 -3.79142
C: 2.06134 5.04303 1.66092
H: -2.92433 -1.11518 3.75862
H: -1.89219 -2.87464 -0.76880
H: 2.95683 5.37361 1.09016
C: 1.67297 -3.06750 0.72534
H: -2.39556 -0.72396 -1.63546
C: 2.62395 -4.75376 -0.71762
C: -0.78875 0.61033 -4.31770
C: 1.29157 -2.96860 -1.66499
H: 2.29041 5.17658 2.74064
H: 1.31367 1.09403 -4.38853
C: -0.30079 3.79644 2.88991
H: -2.83724 0.06559 -3.93436
H: 2.88158 -4.70249 1.42417
H: -0.92989 -0.28130 2.51418
H: 1.51767 -2.65326 1.72044
H: -1.32564 3.67616 2.48213
C: -0.28520 -0.29138 -1.71303
C: 2.58316 2.97280 0.42229
H: -0.09765 4.87918 2.97636
C: -1.31789 -1.47526 0.77453
H: 2.23025 1.96636 0.17121
H: -6.55047 2.20494 -1.91752

Here are the Löwdin charges for atoms 1 to 2, given in e:
1 H 0.104
2 C -0.098